(1)
Formula: C24H65BF4N4O9
Source: the OMol25 dataset
Level of theory: ωB97M-V/def2-TZVPD

XYZ file:
```
107
C24H65BF4N4O9 | the OMol25 dataset | ωB97M-V/def2-TZVPD
O -0.56123 0.22868 0.09433
H 0.03583 0.93014 -0.23124
C 5.07155 1.39625 1.87029
O 3.81887 1.99957 1.42569
C 2.89613 2.25757 2.48099
C 1.43338 2.52599 1.94271
N 1.51683 3.52634 0.72489
H 1.05106 4.37368 1.01676
H 2.38956 4.03026 0.65766
C 1.25385 3.06690 -0.79134
C 2.45771 3.35677 -1.62128
O 3.50201 2.59554 -1.17814
C 4.76704 3.17421 -1.56216
H 5.37336 1.79638 2.83823
H 5.90547 1.55929 1.18758
H 5.12250 0.34276 2.14534
H 3.33471 3.09917 3.01716
H 2.88085 1.48009 3.24480
H 0.92941 3.04473 2.75821
H 0.87282 1.69474 1.51503
H 0.30697 3.55157 -1.02930
H 1.07468 1.99414 -0.71947
H 2.69735 4.41770 -1.69259
H 2.36324 2.84324 -2.57807
H 4.71467 3.31297 -2.64202
H 5.65906 2.70009 -1.15279
H 4.82984 4.16194 -1.10550
C -4.76203 2.58042 0.15003
O -3.97958 1.86681 1.12697
C -2.89377 2.57604 1.70296
C -2.24511 1.91876 2.89104
N -1.92459 0.50217 2.52207
H -2.77994 -0.02994 2.44900
H -1.61555 0.45116 1.56186
C -0.82400 -0.21729 3.34525
C -0.50917 0.34533 4.70785
O 0.18278 1.57102 4.75646
C 0.39626 1.98800 6.16067
H -5.75967 2.14133 0.15102
H -4.17608 2.68244 -0.76340
H -4.93860 3.55181 0.61193
H -3.19068 3.56368 2.05583
H -2.10790 2.83732 0.99426
H -2.97405 1.88236 3.70063
H -1.23993 2.29586 3.07946
H 0.11889 -0.17824 2.79976
H -1.24911 -1.22096 3.34830
H -0.12760 -0.41149 5.39322
H -1.42989 0.57158 5.24562
H -0.51976 2.34603 6.63059
H 1.13417 2.78288 6.26916
H 0.88583 1.19205 6.72180
C -0.93305 -4.36356 -2.57808
O -0.49965 -3.12440 -2.05771
C -0.24599 -2.13413 -2.97162
C -1.61571 -1.42767 -3.24526
N -2.18835 -1.03736 -1.83171
H -1.54218 -0.37353 -1.42935
H -2.11324 -1.86920 -1.26385
C -3.34158 -0.11625 -1.78865
C -4.76133 -0.84206 -1.74395
O -4.96382 -1.57705 -2.97645
C -6.18766 -2.25724 -2.98997
H -0.10721 -4.91286 -3.03012
H -1.55863 -4.20457 -3.45641
H -1.33637 -4.87378 -1.70337
H 0.22832 -2.51960 -3.87414
H 0.45401 -1.42472 -2.53024
H -2.38656 -2.06391 -3.68013
H -1.58156 -0.53227 -3.86590
H -3.18719 0.67762 -2.51943
H -3.17969 0.39492 -0.83965
H -5.57263 -0.16244 -1.48314
H -4.73027 -1.63260 -0.99416
H -6.75705 -2.41122 -2.07334
H -5.78195 -3.25077 -3.18077
H -6.84898 -1.84835 -3.75388
C 3.36311 -1.75552 -3.41414
O 2.81430 -2.01397 -2.11146
C 2.89027 -0.94376 -1.18767
C 2.46857 -1.37296 0.23188
N 1.05926 -1.97871 0.20711
H 0.39221 -1.22479 0.12499
H 0.94056 -2.56413 -0.60731
C 0.60892 -2.84677 1.44751
C 1.31000 -4.18525 1.47144
O 0.81507 -4.79567 0.27372
C 1.27897 -6.12423 0.16167
H 3.77477 -2.60184 -3.96405
H 4.34638 -1.28679 -3.37462
H 2.75053 -1.17860 -4.10697
H 2.31062 -0.12420 -1.61242
H 3.89096 -0.51208 -1.20711
H 2.46466 -0.60872 1.00907
H 3.06694 -2.24188 0.50579
H -0.46267 -2.86720 1.24906
H 0.77682 -2.24542 2.34099
H 0.96123 -4.71523 2.35777
H 2.39018 -4.06888 1.55962
H 0.64930 -6.82894 0.70482
H 2.34018 -6.18803 0.40220
H 1.13897 -6.54387 -0.83453
B -1.34414 2.54379 -3.60336
F -2.05674 3.29775 -2.66500
F -0.48265 3.30417 -4.33142
F -0.65939 1.56791 -2.93819
F -2.22732 1.94098 -4.45618
```

Computed properties:
Lowest unoccupied orbital energy (alpha / beta): -2.7 / -2.7 eV
Gap between HOMO and LUMO (alpha / beta): 2.104 / 8.861 eV
2S+1: 2
Charge: +1

(2)
Formula: C30H54ClNO4
Source: the OMol25 dataset
Level of theory: ωB97M-V/def2-TZVPD

XYZ file:
```
90
C30H54ClNO4 | the OMol25 dataset | ωB97M-V/def2-TZVPD
C -2.48909 1.96485 1.52256
C -4.05281 1.43199 1.36192
C -4.12381 0.37290 0.06945
C -4.28452 1.24839 -1.30898
N -3.90207 0.51260 -2.57903
C -2.60989 1.04994 -3.15325
C -2.61475 2.21487 -4.07908
C -3.92577 3.05071 -4.59839
Cl -5.35792 1.99210 -5.14353
C -4.36964 4.25312 -3.52544
C -3.80479 5.70055 -4.14360
C -1.11553 2.73656 -4.59744
O -0.96199 3.68415 -5.54776
C 0.29048 2.10329 -3.95057
C 1.71055 2.83489 -4.32671
O 2.49168 3.27769 -3.13368
C 1.61855 3.90421 -2.12888
C 1.51791 3.18890 -0.62243
O 0.92271 5.03699 -2.30333
C 0.29869 0.89683 -3.04359
C 1.64132 0.19905 -2.41168
C 1.78818 -1.41599 -2.80444
C -1.20790 0.26954 -2.68992
O -1.27659 -0.86221 -1.98423
H -2.34729 2.69824 2.44382
H -1.82514 0.99889 1.70929
H -2.13382 2.55612 0.55572
H -4.32614 0.88649 2.36518
H -4.79325 2.33280 1.24518
H -5.10564 -0.26043 0.20421
H -3.13388 -0.25092 0.08287
H -5.39707 1.64337 -1.48542
H -3.55821 2.17274 -1.22026
H -3.83084 -0.52872 -2.41134
H -3.57484 3.64373 -5.57332
H -3.82307 4.12435 -2.48562
H -5.52918 4.38272 -3.43581
H -2.63759 5.81572 -4.01248
H -4.01576 5.77719 -5.31581
H -4.40292 6.60915 -3.66662
H 1.59602 3.80292 -5.00064
H 2.34938 2.04156 -4.92924
H 2.54328 2.65984 -0.32005
H 1.26755 3.98255 0.22493
H 0.70507 2.34564 -0.68458
H 2.66060 0.69402 -2.78252
H 1.68586 0.22922 -1.22883
H 2.90615 -1.74897 -2.89793
H 1.21828 -1.69153 -3.80587
H 1.23156 -1.99408 -1.94317
C 1.22996 -1.06434 7.18289
C 0.67208 0.13241 6.42808
C -0.19415 -0.25776 5.22813
C 0.52798 -1.03772 4.12360
C 1.74610 -0.33782 3.51531
C 1.40413 0.97224 2.82268
H 1.89547 -1.66362 6.55495
H 1.80760 -0.72727 8.04979
H 0.42219 -1.70846 7.54398
H 1.49451 0.78442 6.11311
H 0.05867 0.72373 7.12105
H -0.63491 0.65165 4.80528
H -1.03721 -0.86475 5.58281
H -0.19371 -1.25047 3.32441
H 0.84223 -2.01388 4.51097
H 2.20153 -1.01160 2.77950
H 2.50897 -0.16050 4.28217
H 0.67327 0.81112 2.02382
H 2.30352 1.40682 2.37544
H 0.99496 1.70506 3.52338
C 1.48224 -4.51551 2.56419
C 1.98714 -3.77827 1.33344
C 1.85948 -4.59280 0.04398
C 2.67056 -5.89301 0.00623
C 4.17800 -5.73226 0.21947
C 4.85195 -4.89324 -0.85514
H 2.06402 -5.42082 2.75985
H 1.56229 -3.87338 3.44741
H 0.43171 -4.79840 2.44539
H 3.02614 -3.46793 1.49121
H 1.40402 -2.85464 1.21945
H 2.14786 -3.95728 -0.80044
H 0.80218 -4.84236 -0.11365
H 2.49995 -6.37698 -0.96406
H 2.28245 -6.58802 0.75991
H 4.63616 -6.72871 0.22088
H 4.38169 -5.29970 1.20582
H 4.69581 -5.33126 -1.84612
H 5.93004 -4.84476 -0.67300
H 4.47105 -3.86844 -0.86584
```

Computed properties:
Lowest unoccupied orbital energy: -2.0 eV
SMILES: CCCCNC1=C([C@@H](Cl)CC)C(=O)C(COC(C)=O)=C(CC)C1=O.CCCCCC.CCCCCC
Gap between HOMO and LUMO: 7.277 eV

(3)
Formula: C4H13N2O2
Source: the OMol25 dataset
Level of theory: ωB97M-V/def2-TZVPD

XYZ file:
```
21
C4H13N2O2 | the OMol25 dataset | ωB97M-V/def2-TZVPD
C 0.15990 1.09573 -0.51132
C 1.17398 1.25609 0.64676
C 0.80871 0.56814 1.96958
N 0.00502 -0.62478 1.78481
N 0.79550 0.13808 -1.49714
C 0.41374 -1.32077 -1.11020
O -0.83899 -1.42938 -0.54543
H 0.00213 2.11174 -1.06563
H -0.82563 0.72773 -0.29030
H 2.07875 0.92873 0.24496
H 1.38942 2.33568 0.97137
H 0.31235 1.26947 2.63682
H 1.74867 0.27425 2.47285
H -0.56730 -0.79283 2.59350
H -0.46421 -0.85024 0.89339
H 0.12821 0.18207 -2.29075
H 1.17468 -1.70849 -0.44334
H 0.52197 -1.87661 -2.05042
H -3.45712 -0.90254 -1.40584
H -1.86449 -0.96711 -1.22823
O -2.69527 -0.41496 -1.77542
```

Computed properties:
Lowest unoccupied orbital energy: 4.1 eV
Gap between HOMO and LUMO: 8.292 eV
Charge: -1
Energy above the lowest of the compared OMol25 structures with the same formula, charge and spin: 24.5 kcal/mol

(4)
Formula: C5H14NO2
Source: the OMol25 dataset
Level of theory: ωB97M-V/def2-TZVPD

XYZ file:
```
22
C5H14NO2 | the OMol25 dataset | ωB97M-V/def2-TZVPD
C 2.28233 -1.58963 -1.11524
C 1.36502 -1.21551 0.01499
N 1.64376 0.16611 0.55635
C -0.59831 0.34084 1.68110
C 0.29911 0.89952 0.49656
C -0.70562 0.85176 -0.88616
O -1.71168 1.72249 -0.76156
H 1.83669 -2.35757 -1.81165
H 3.24980 -1.93262 -0.90990
H 2.23458 -0.68717 -1.73477
H 1.51740 -2.01479 0.76971
H 0.24591 -1.15137 -0.35215
H 2.29234 0.62077 -0.05931
H -0.56728 -0.72257 1.88109
H -0.18375 0.58312 2.66563
H -1.61041 0.63059 1.46862
H 0.61593 2.00324 0.69037
H -0.15517 1.21767 -1.66535
H -0.97835 -0.18472 -0.87334
H -3.12727 1.48529 0.28876
H -3.81614 0.37186 -0.54511
O -4.12888 0.96270 0.20137
```

Computed properties:
Lowest unoccupied orbital energy: 3.7 eV
Gap between HOMO and LUMO: 6.747 eV
Charge: -1
Energy above the lowest of the compared OMol25 structures with the same formula, charge and spin: 55.9 kcal/mol

no.,total energy (Eh)
1,-2273.49437
2,-1990.97189
3,-420.17974
4,-404.06547